{"formula": "C2H3FI2", "method": "wB97M-V/def2-TZVPD", "lumo_ev": [-2.0, -2.0], "charge": 0, "homo_ev": [-9.4, -9.4], "homo_lumo_gap_ev": [7.374, 7.380], "e_tot_ev": -21039.4078, "elements": ["F", "I", "H", "C", "H", "C", "H", "I"], "coordinates": [[-1.6799, 0.5290, -1.9227], [-3.2267, -1.7732, 0.0544], [-0.0847, -0.9556, -0.2601], [-1.6286, 0.3909, -0.6211], [-0.5684, -0.0527, 0.8866], [-0.3320, 0.0715, -0.0895], [0.5078, 0.7007, -0.3817], [-2.4690, 2.2919, 0.0872]], "atomic_forces_ev_per_a": [[-0.2, -0.8, -0.8], [1.3, 1.9, -0.6], [0.3, -0.7, -1.1], [-2.3, 0.9, -0.5], [0.2, 0.6, 3.7], [0.9, -1.3, -1.2], [-0.4, 0.4, 0.2], [0.1, -1.0, 0.2]]}